98
Properties=species:S:1:pos:R:3 method="wB97M-V/def2-TZVPD" fmax_ha_per_bohr=0.0126 charge=0 lumo_ha="-0.008 / -0.008" spin_multiplicity=2 de_lowest_kcal_mol=8.9 energy_ha=-7974.8859
Co 0.269 1.638 0.634
Cl -1.851 -0.158 2.279
C -0.643 0.637 3.249
C 0.240 1.530 2.638
C 1.164 2.085 3.522
Cl 2.388 3.177 2.926
C 1.234 1.780 4.883
Cl 2.426 2.495 5.903
C 0.340 0.866 5.427
Cl 0.421 0.442 7.093
C -0.612 0.287 4.595
Cl -1.715 -0.870 5.248
Cl -3.665 7.383 0.631
C -3.096 5.736 0.584
C -3.998 4.710 0.526
C -3.569 3.378 0.464
I -4.964 1.846 0.289
C -2.221 3.029 0.471
O -1.777 1.837 0.374
C -1.284 4.125 0.557
N 0.028 3.772 0.541
C 0.932 4.724 0.504
C 0.608 6.089 0.510
C -0.704 6.464 0.567
C -1.706 5.472 0.583
H -5.056 4.933 0.515
H 1.966 4.415 0.468
H 1.402 6.821 0.478
H -0.989 7.507 0.586
Cl 3.053 2.090 -0.038
C 3.075 1.748 -1.750
C 4.318 1.776 -2.367
C 4.402 1.598 -3.736
C 3.248 1.413 -4.487
C 2.020 1.382 -3.853
C 1.904 1.522 -2.467
P 0.259 1.454 -1.667
C -0.688 2.619 -2.714
C -1.644 2.202 -3.637
C -2.342 3.129 -4.398
C -2.093 4.484 -4.251
C -1.129 4.910 -3.347
C -0.433 3.984 -2.589
C -0.432 -0.165 -2.145
C -1.738 -0.424 -1.712
C -2.372 -1.595 -2.092
C -1.710 -2.528 -2.881
C -0.398 -2.301 -3.265
C 0.238 -1.119 -2.900
H 5.204 1.949 -1.773
H 5.370 1.622 -4.219
H 3.305 1.301 -5.561
H 1.118 1.249 -4.439
H -1.863 1.150 -3.762
H -3.087 2.786 -5.104
H -2.647 5.207 -4.836
H -0.922 5.965 -3.225
H 0.325 4.335 -1.900
H -2.251 0.299 -1.088
H -3.387 -1.782 -1.764
H -2.213 -3.439 -3.184
H 0.137 -3.038 -3.850
H 1.263 -0.957 -3.205
S 1.340 -0.482 0.690
Sb 0.439 -2.565 1.058
C -1.484 -3.447 0.938
C -1.811 -4.146 -0.219
C -3.064 -4.730 -0.349
C -3.996 -4.605 0.669
C -3.672 -3.908 1.824
C -2.422 -3.322 1.961
C 1.117 -3.083 2.994
C 2.383 -2.638 3.364
C 2.905 -2.984 4.600
C 2.165 -3.770 5.474
C 0.904 -4.214 5.108
C 0.381 -3.875 3.866
C 1.602 -3.814 -0.197
C 2.698 -3.268 -0.854
C 3.521 -4.079 -1.624
C 3.251 -5.434 -1.743
C 2.162 -5.984 -1.081
C 1.341 -5.177 -0.306
H -1.097 -4.240 -1.026
H -3.309 -5.275 -1.252
H -4.978 -5.048 0.562
H -4.395 -3.808 2.623
H -2.193 -2.777 2.866
H 2.951 -1.996 2.699
H 3.888 -2.631 4.885
H 2.571 -4.031 6.442
H 0.320 -4.820 5.787
H -0.602 -4.240 3.595
H 2.898 -2.205 -0.778
H 4.375 -3.648 -2.132
H 3.892 -6.064 -2.346
H 1.952 -7.042 -1.162
H 0.510 -5.629 0.225


108
Properties=species:S:1:pos:R:3 method="wB97M-V/def2-TZVPD" fmax_ha_per_bohr=0.0129 charge=-1 lumo_ha=0.068 energy_ha=-11101.0897
Rb 0.067 0.229 0.050
C 1.452 -2.723 -3.832
C 0.881 -3.981 -3.755
C 0.082 -4.296 -2.667
C -0.120 -3.334 -1.681
N 0.414 -2.118 -1.772
C 1.185 -1.820 -2.811
C -0.955 -3.597 -0.463
C -1.438 -4.866 -0.155
C -2.237 -5.026 0.967
C -2.530 -3.924 1.750
C -1.988 -2.701 1.380
N -1.220 -2.545 0.309
H 2.090 -2.440 -4.658
H 1.054 -4.715 -4.532
H -0.375 -5.273 -2.597
H 1.590 -0.814 -2.823
H -1.187 -5.722 -0.765
H -2.621 -6.005 1.225
H -3.148 -4.003 2.634
H -2.159 -1.814 1.981
F -2.140 7.240 -1.892
C -2.584 6.023 -1.534
C -1.731 4.940 -1.485
F -0.433 5.097 -1.801
C -2.213 3.700 -1.114
F -1.302 2.700 -1.079
C -3.547 3.434 -0.771
S -4.109 1.871 -0.298
C -4.368 4.574 -0.832
F -5.668 4.476 -0.522
C -3.912 5.825 -1.200
F -4.755 6.869 -1.238
Se -1.682 -0.341 5.308
Se 0.603 0.015 5.299
C 1.223 -1.684 4.622
C 2.475 -2.080 5.070
C 2.987 -3.275 4.594
C 2.221 -4.028 3.726
C 0.976 -3.541 3.358
N 0.475 -2.386 3.787
C -2.214 1.132 4.163
C -3.029 2.098 4.740
C -3.381 3.206 3.988
C -2.905 3.319 2.707
C -2.106 2.300 2.210
N -1.747 1.219 2.906
H 3.029 -1.466 5.767
H 3.968 -3.608 4.902
H 2.583 -4.955 3.306
H 0.356 -4.102 2.667
H -3.354 1.987 5.765
H -4.011 3.977 4.414
H -3.161 4.156 2.072
H -1.727 2.367 1.201
C 1.236 3.230 1.775
C 2.558 2.602 2.122
C 3.493 3.305 2.918
C 4.650 2.681 3.270
C 4.910 1.364 2.828
C 6.090 0.679 3.205
C 6.281 -0.596 2.750
C 5.344 -1.211 1.904
C 4.176 -0.588 1.476
S 3.100 -1.377 0.376
C 3.940 0.746 1.997
N 2.776 1.386 1.686
H 1.194 4.280 2.065
H 0.436 2.702 2.298
H 1.045 3.167 0.700
H 3.273 4.314 3.245
H 5.386 3.180 3.892
H 6.813 1.174 3.842
H 7.175 -1.143 3.032
H 5.531 -2.214 1.541
Br -5.934 1.489 -5.595
C -4.167 1.516 -4.894
C -3.945 1.090 -3.596
C -2.650 1.074 -3.103
C -1.596 1.532 -3.882
C -1.839 1.962 -5.186
C -3.127 1.947 -5.699
N -0.300 1.510 -3.316
C 0.458 2.506 -3.489
C 1.830 2.546 -2.930
C 2.685 3.583 -3.267
C 3.960 3.593 -2.714
C 4.317 2.574 -1.851
C 3.386 1.576 -1.565
N 2.168 1.563 -2.097
H -4.762 0.789 -2.954
H -2.475 0.741 -2.089
H -1.014 2.274 -5.816
H -3.320 2.267 -6.714
H 0.128 3.409 -4.016
H 2.353 4.367 -3.936
H 4.654 4.390 -2.952
H 5.293 2.543 -1.385
H 3.609 0.756 -0.887
C -4.879 -2.211 -4.869
C -4.030 -3.050 -3.912
C -3.543 -2.261 -2.776
N -3.182 -1.617 -1.898
H -5.271 -2.839 -5.669
H -4.288 -1.411 -5.311
H -5.718 -1.755 -4.343
H -3.160 -3.462 -4.427
H -4.601 -3.890 -3.516


Copy entry 2 word for word.
108
Properties=species:S:1:pos:R:3 method="wB97M-V/def2-TZVPD" fmax_ha_per_bohr=0.0129 charge=-1 lumo_ha=0.068 energy_ha=-11101.0897
Rb 0.067 0.229 0.050
C 1.452 -2.723 -3.832
C 0.881 -3.981 -3.755
C 0.082 -4.296 -2.667
C -0.120 -3.334 -1.681
N 0.414 -2.118 -1.772
C 1.185 -1.820 -2.811
C -0.955 -3.597 -0.463
C -1.438 -4.866 -0.155
C -2.237 -5.026 0.967
C -2.530 -3.924 1.750
C -1.988 -2.701 1.380
N -1.220 -2.545 0.309
H 2.090 -2.440 -4.658
H 1.054 -4.715 -4.532
H -0.375 -5.273 -2.597
H 1.590 -0.814 -2.823
H -1.187 -5.722 -0.765
H -2.621 -6.005 1.225
H -3.148 -4.003 2.634
H -2.159 -1.814 1.981
F -2.140 7.240 -1.892
C -2.584 6.023 -1.534
C -1.731 4.940 -1.485
F -0.433 5.097 -1.801
C -2.213 3.700 -1.114
F -1.302 2.700 -1.079
C -3.547 3.434 -0.771
S -4.109 1.871 -0.298
C -4.368 4.574 -0.832
F -5.668 4.476 -0.522
C -3.912 5.825 -1.200
F -4.755 6.869 -1.238
Se -1.682 -0.341 5.308
Se 0.603 0.015 5.299
C 1.223 -1.684 4.622
C 2.475 -2.080 5.070
C 2.987 -3.275 4.594
C 2.221 -4.028 3.726
C 0.976 -3.541 3.358
N 0.475 -2.386 3.787
C -2.214 1.132 4.163
C -3.029 2.098 4.740
C -3.381 3.206 3.988
C -2.905 3.319 2.707
C -2.106 2.300 2.210
N -1.747 1.219 2.906
H 3.029 -1.466 5.767
H 3.968 -3.608 4.902
H 2.583 -4.955 3.306
H 0.356 -4.102 2.667
H -3.354 1.987 5.765
H -4.011 3.977 4.414
H -3.161 4.156 2.072
H -1.727 2.367 1.201
C 1.236 3.230 1.775
C 2.558 2.602 2.122
C 3.493 3.305 2.918
C 4.650 2.681 3.270
C 4.910 1.364 2.828
C 6.090 0.679 3.205
C 6.281 -0.596 2.750
C 5.344 -1.211 1.904
C 4.176 -0.588 1.476
S 3.100 -1.377 0.376
C 3.940 0.746 1.997
N 2.776 1.386 1.686
H 1.194 4.280 2.065
H 0.436 2.702 2.298
H 1.045 3.167 0.700
H 3.273 4.314 3.245
H 5.386 3.180 3.892
H 6.813 1.174 3.842
H 7.175 -1.143 3.032
H 5.531 -2.214 1.541
Br -5.934 1.489 -5.595
C -4.167 1.516 -4.894
C -3.945 1.090 -3.596
C -2.650 1.074 -3.103
C -1.596 1.532 -3.882
C -1.839 1.962 -5.186
C -3.127 1.947 -5.699
N -0.300 1.510 -3.316
C 0.458 2.506 -3.489
C 1.830 2.546 -2.930
C 2.685 3.583 -3.267
C 3.960 3.593 -2.714
C 4.317 2.574 -1.851
C 3.386 1.576 -1.565
N 2.168 1.563 -2.097
H -4.762 0.789 -2.954
H -2.475 0.741 -2.089
H -1.014 2.274 -5.816
H -3.320 2.267 -6.714
H 0.128 3.409 -4.016
H 2.353 4.367 -3.936
H 4.654 4.390 -2.952
H 5.293 2.543 -1.385
H 3.609 0.756 -0.887
C -4.879 -2.211 -4.869
C -4.030 -3.050 -3.912
C -3.543 -2.261 -2.776
N -3.182 -1.617 -1.898
H -5.271 -2.839 -5.669
H -4.288 -1.411 -5.311
H -5.718 -1.755 -4.343
H -3.160 -3.462 -4.427
H -4.601 -3.890 -3.516